No. 1
Molecular formula: C25H26FNO4S2
Method: DFT, ωB97M-V with the def2-TZVPD basis set

Positions of all 59 atoms, in Å:
C -3.70276 -2.83310 -1.98080
C -3.44970 -1.47096 -2.62615
C -2.38149 -0.63733 -1.92568
N -1.21343 -1.41061 -1.52316
C -0.05345 -0.75278 -1.30941
C 1.19165 -1.28492 -1.73785
C 1.24468 -2.55492 -2.38030
C 2.46933 -3.15801 -2.63387
C 3.65745 -2.48305 -2.31663
C 3.61438 -1.17631 -1.80897
C 2.39641 -0.55182 -1.58821
C -1.47384 -2.67481 -0.81040
C -2.41594 -3.56763 -1.60611
H -4.31640 -2.69688 -1.08079
H -4.28273 -3.45192 -2.67399
H -3.15483 -1.60265 -3.67412
H -4.36847 -0.87312 -2.62603
H -2.04597 0.17622 -2.58183
H -2.80205 -0.16841 -1.02868
H -0.14266 0.31052 -1.04683
H 0.30853 -3.02956 -2.68453
H 2.48912 -4.15125 -3.08570
H 4.61560 -2.96523 -2.51364
H 4.53848 -0.64210 -1.59766
H 2.33063 0.49493 -1.29651
H -0.52521 -3.19046 -0.62014
H -1.93262 -2.42811 0.16350
H -2.63500 -4.45326 -0.99762
H -1.91114 -3.92187 -2.51521
F 1.57644 0.66606 1.10686
C 0.25286 0.37218 0.99363
S -0.17974 -0.58147 2.48343
C 0.05541 0.44399 3.95096
C -1.04935 1.09284 4.49711
C -0.90576 1.87454 5.64309
C 0.34585 2.01310 6.24806
C 1.45429 1.36721 5.69280
C 1.30970 0.56701 4.55716
O -1.59265 -0.89369 2.39414
O 0.81754 -1.63081 2.54114
S -0.68492 1.88661 0.77818
C 0.29646 2.79594 -0.41040
C 1.47874 3.41506 0.00850
C 2.33858 3.95590 -0.94572
C 2.01322 3.89118 -2.30207
C 0.78536 3.36239 -2.70236
C -0.10176 2.86187 -1.74701
O -1.94817 1.53236 0.15273
O -0.65375 2.64027 2.01916
H -2.01996 0.98785 4.02016
H -1.78478 2.36587 6.06040
H 0.45187 2.60018 7.16308
H 2.43638 1.47430 6.15504
H 2.16473 0.05093 4.12812
H 1.70458 3.48556 1.07010
H 3.26470 4.42880 -0.62087
H 2.71867 4.26151 -3.04737
H 0.50789 3.33052 -3.75587
H -1.10102 2.53136 -2.02489

Computed properties:
Energy above the lowest of the compared OMol25 structures with the same formula, charge and spin, kcal per mole: 28.0
Max |F|, eV/Å: 2.20
Electronic energy, eV: -60410.9633
E_HOMO, eV: -7.81
E_LUMO, eV: -1.0

Atomic partial charges in e from the Mulliken method, atoms 1 to 8: -0.73, -0.88, -0.43, 0.58, -1.01, 0.68, -0.47, -0.70

No. 2
Molecular formula: C25H26HfN5S
Method: DFT, ωB97M-V with the def2-TZVPD basis set

Positions of all 58 atoms, in Å:
Hf -0.25000 0.67537 -0.26257
S 1.04991 4.13186 2.47467
C -0.61487 3.78629 2.91244
C -1.31895 4.35488 3.95297
C -2.62837 3.94995 4.22171
C -3.22981 2.97283 3.42521
C -2.56114 2.41131 2.33583
C -1.24049 2.81125 2.09261
N -0.38714 2.39406 1.03549
C 0.84520 2.99815 1.14895
C 1.88694 2.52350 0.24447
C 3.17327 3.08540 0.25839
C 4.13933 2.63401 -0.61215
C 3.86298 1.64834 -1.57810
C 2.58021 1.12763 -1.63956
C 1.62226 1.47602 -0.68299
H -0.81497 5.12645 4.53690
H -3.18933 4.36292 5.08307
H -4.26639 2.63677 3.60884
H -3.02734 1.66068 1.70961
H 3.39673 3.90314 0.97460
H 5.14556 3.09776 -0.55859
H 4.64473 1.30606 -2.27338
H 2.30587 0.40816 -2.40584
N 0.20127 -0.73275 1.13118
C 0.45503 -1.53278 1.96055
C 0.92903 -2.50867 2.87223
C 2.29479 -2.89489 2.89392
C 2.75753 -3.87343 3.76924
C 1.92301 -4.54972 4.67033
C 0.57207 -4.18168 4.61016
C 0.08357 -3.21409 3.73858
H 2.99759 -2.42086 2.20115
H 3.82839 -4.10541 3.72828
H 2.27055 -5.33621 5.34492
H -0.16225 -4.65176 5.29147
H -0.97968 -2.98350 3.69501
C -1.86427 0.44379 -4.88323
N -1.83219 0.04920 -3.46640
C -2.37642 0.97986 -2.49756
C -1.10186 -0.98916 -2.99337
N -0.72419 -0.90926 -1.69682
N -0.81128 -2.05797 -3.77529
C -1.75208 -2.61473 -4.75843
C 0.24035 -2.96792 -3.34345
H -1.76525 1.52569 -4.95591
H -2.83612 0.19480 -5.33419
H -1.07226 -0.05588 -5.44345
H -3.12637 1.62902 -2.93030
H -1.56057 1.61451 -2.06607
H -2.85781 0.43111 -1.68072
H -0.42513 -1.81842 -1.34460
H -2.71996 -2.13076 -4.75078
H -1.93857 -3.66372 -4.53436
H -1.32466 -2.56049 -5.75675
H -0.14953 -3.72382 -2.64434
H 1.02861 -2.39746 -2.84365
H 0.67445 -3.47539 -4.20991

Computed properties:
Energy above the lowest of the compared OMol25 structures with the same formula, charge and spin, kcal per mole: 0.0
Max |F|, eV/Å: 3.35
Electronic energy, eV: -45914.6822
E_HOMO, eV: -16.75
Charge: +3
E_LUMO, eV: -10.1

Atomic partial charges in e from the Mulliken method, atoms 1 to 8: 1.12, -0.16, 0.61, -0.44, -0.68, -0.63, -0.65, 0.48

No. 3
Molecular formula: C25H26N4O2S
Method: DFT, ωB97M-V with the def2-TZVPD basis set

Positions of all 58 atoms, in Å:
C 1.15895 2.32301 -1.61758
C 0.32248 2.51847 -0.61644
C -1.15832 2.29484 -0.72050
N -1.58745 1.21408 0.13756
C -1.46058 -0.12597 -0.06057
C -0.66948 -0.74942 -1.15118
O -1.08858 -0.24924 -2.39948
C -0.30534 -0.51167 -3.49023
C -0.70401 0.09770 -4.67998
C 0.03066 -0.09799 -5.83010
C 1.16536 -0.89343 -5.81200
C 1.56905 -1.50637 -4.63651
C 2.78294 -2.38477 -4.59471
C 0.82626 -1.31343 -3.47577
N -2.02321 -0.78367 0.91844
N -2.52225 0.10647 1.78624
C -2.25315 1.29764 1.32782
S -2.52157 2.81160 2.15655
C -1.40536 2.56518 3.60198
C -0.04706 2.09856 3.10175
O 0.75979 2.90584 2.67832
C 0.14822 0.66570 3.04143
C -0.62203 -0.33579 3.60377
N -0.21943 -1.53839 3.15235
C 0.79437 -1.37616 2.24230
C 1.45012 -2.32937 1.46088
C 1.03245 -3.77313 1.55729
C 1.74320 -4.71688 0.59574
C 2.44176 -1.84771 0.62694
C 2.77240 -0.49038 0.57881
C 2.11315 0.44612 1.34278
C 1.09190 0.00058 2.17824
H 2.21574 2.49780 -1.51266
H 0.82389 1.99345 -2.58870
H 0.66968 2.85186 0.35139
H -1.43963 2.04666 -1.74671
H -1.69450 3.19285 -0.39671
H -0.80359 -1.83679 -1.09029
H 0.39003 -0.50608 -0.97353
H -1.58907 0.71419 -4.67577
H -0.28070 0.37575 -6.74900
H 1.73637 -1.03772 -6.71696
H 3.36132 -2.29249 -5.51010
H 3.41749 -2.12264 -3.74989
H 2.48730 -3.42762 -4.47932
H 1.14913 -1.80195 -2.56911
H -1.88750 1.87174 4.28422
H -1.32856 3.56009 4.03874
H -1.42319 -0.26742 4.31353
H -0.68890 -2.40659 3.34707
H 1.20592 -4.11672 2.58281
H -0.04630 -3.82448 1.37451
H 1.57091 -4.41979 -0.43616
H 1.36333 -5.72785 0.72534
H 2.81397 -4.73033 0.78475
H 2.98796 -2.52887 -0.00631
H 3.56742 -0.17472 -0.08109
H 2.37683 1.48977 1.30992

Computed properties:
Structure (SMILES): C=CCn1c(COc2cccc(C)c2)nnc1SCC(=O)c1c[nH]c2c(CC)cccc12
Energy above the lowest of the compared OMol25 structures with the same formula, charge and spin, kcal per mole: 2.2
Max |F|, eV/Å: 1.03
Electronic energy, eV: -47237.4918
E_HOMO, eV: -8.11
E_LUMO, eV: 0.5

Atomic partial charges in e from the Mulliken method, atoms 1 to 8: -0.98, 0.23, -1.06, 0.22, 0.15, -0.17, -0.41, 0.37

No. 4
Molecular formula: C25H26N4O4S
Method: DFT, ωB97M-V with the def2-TZVPD basis set

Positions of all 60 atoms, in Å:
C -0.85145 -1.05473 -3.38439
C -0.01567 -0.98257 -4.65558
O -0.11805 0.29817 -5.27454
C 0.72256 1.24686 -4.81793
O 1.55986 1.05323 -3.95921
N 0.54405 2.43521 -5.44310
C -0.69432 2.76130 -6.11546
C -1.71011 3.28414 -5.08644
C -0.99643 4.01657 -3.92981
N -0.70134 3.11828 -2.83428
C -1.33392 3.18173 -1.64188
O -2.20660 3.99496 -1.40226
C -0.90413 2.16001 -0.63637
C 0.29736 1.44750 -0.70857
C 0.63040 0.51862 0.25875
C -0.24496 0.29837 1.31183
C -1.44953 1.01923 1.39533
C -1.77552 1.94751 0.42872
S -2.38969 0.58295 2.81831
C -1.15121 -0.54332 3.26703
N -0.98024 -1.36775 4.25432
C 0.23143 -1.97373 4.01160
C 0.76222 -2.96803 4.92784
C 1.96548 -3.62846 4.66931
C 2.43860 -4.56097 5.56776
C 1.74109 -4.85748 6.72904
C 0.54112 -4.20571 6.99376
O -0.22981 -4.41289 8.09826
C 0.20296 -5.34684 9.05550
C 0.05962 -3.26427 6.08766
C 0.78100 -1.48512 2.84554
N -0.11003 -0.56443 2.36849
C 0.29169 4.66979 -4.44021
C 1.26562 3.59992 -4.96257
H -0.83009 -2.06768 -2.99310
H -1.88214 -0.77864 -3.59492
H -0.45365 -0.38033 -2.62915
H -0.38203 -1.68714 -5.40497
H 1.03563 -1.18919 -4.43200
H -1.07243 1.87834 -6.62814
H -0.46693 3.52768 -6.86035
H -2.41090 3.95991 -5.57571
H -2.28059 2.45394 -4.66827
H -1.66621 4.77322 -3.50779
H 0.00608 2.41892 -2.97842
H 1.00487 1.61183 -1.50735
H 1.55880 -0.02752 0.20096
H -2.68955 2.51762 0.47936
H 2.52294 -3.41327 3.77152
H 3.36909 -5.07334 5.36978
H 2.14211 -5.59158 7.40999
H 1.16695 -5.06205 9.49046
H -0.55692 -5.34335 9.83553
H 0.27951 -6.35385 8.63172
H -0.86956 -2.75832 6.29061
H 1.69699 -1.70467 2.33994
H 0.02813 5.36723 -5.23594
H 0.76469 5.23692 -3.63889
H 1.94561 3.26357 -4.17768
H 1.86751 4.00367 -5.78364

Computed properties:
Structure (SMILES): CCOC(=O)N1CCC(NC(=O)c2ccc3c(c2)sc2nc(-c4cccc(OC)c4)cn23)CC1
Energy above the lowest of the compared OMol25 structures with the same formula, charge and spin, kcal per mole: 12.3
Max |F|, eV/Å: 0.94
Electronic energy, eV: -51334.5227
E_HOMO, eV: -7.86
E_LUMO, eV: 0.4

Atomic partial charges in e from the Mulliken method, atoms 1 to 8: -0.68, -0.38, -0.40, 0.67, -0.62, 0.08, -0.89, -0.79